Entry 1:
# FH2PS3

A single FH2PS3 molecule (ωB97M-V with the def2-TZVPD basis set, OMol25).

Structure (XYZ):
```
7
Properties=species:S:1:pos:R:3:forces:R:3
F -0.632506 0.207952 -1.540112 0.627 0.208 0.340
P -0.127409 0.053448 -0.039280 -5.071 0.309 1.631
S -2.062759 0.470704 1.140676 3.839 -0.919 -1.870
S 1.364941 1.464345 0.175848 0.287 -0.532 -0.123
S 0.727126 -1.834573 -0.346177 0.838 -0.290 -0.263
H 0.434691 2.420678 0.077778 -0.159 0.136 0.082
H 0.295919 -2.782552 0.531269 -0.360 1.088 0.202
```
Forces are in eV/Å.

Properties
SMILES   FP(=S)(S)S
Total charge   0
Kohn-Sham gap   7.88 eV
LUMO   -0.8 eV
Highest occupied orbital energy   -0.32050 Eh
2S+1   1

Entry 2:
# FH3N2O

2 unconnected molecules or ions with the total composition FH3N2O (ωB97M-V with the def2-TZVPD basis set, OMol25).

Structure (XYZ):
```
7
Properties=species:S:1:pos:R:3:forces:R:3
N -0.921686 0.638081 0.225887 -0.546 0.704 -0.466
N -0.832696 -0.568024 -0.019241 0.280 -0.807 0.083
O -1.316953 -1.101230 -0.988980 -0.926 -1.169 -1.384
F 1.780601 0.881889 0.069018 0.482 -0.479 -1.304
H 1.896189 0.605463 -0.834417 -0.197 0.489 1.291
H -0.279278 0.786124 0.954043 0.771 0.656 1.616
H -0.326179 -1.242305 0.593691 0.137 0.607 0.164
```
Forces are in eV/Å.

Properties
SMILES   [H]/N=[NH+]/[O-].F
Total charge   0
Kohn-Sham gap   10.90 eV
LUMO   0.6 eV
Highest occupied orbital energy   -0.37687 Eh
2S+1   1

Entry 3:
# FH3N2O2S

A single FH3N2O2S molecule (ωB97M-V with the def2-TZVPD basis set, OMol25).

Structure (XYZ):
```
9
Properties=species:S:1:pos:R:3:forces:R:3
N 0.371575 -1.297815 -0.604446 -0.992 1.346 -1.886
N -0.814903 0.509984 0.853082 2.838 2.463 1.719
O 0.880633 1.032958 -1.185283 -0.123 0.455 -0.986
O 1.637587 0.276142 1.023438 0.445 -0.379 0.485
F -1.934664 0.692845 0.070299 0.052 0.291 -0.675
S 0.721736 0.213038 -0.050058 -2.175 -0.875 1.926
H -0.242292 -0.887490 -1.390077 0.769 -2.145 0.979
H -0.072843 -2.045801 -0.032622 0.427 1.365 -0.249
H -0.546833 1.506141 1.315663 -1.240 -2.522 -1.314
```
Forces are in eV/Å.

Properties
SMILES   NS(=O)(=O)NF
Total charge   0
Kohn-Sham gap   11.50 eV
LUMO   0.5 eV
Highest occupied orbital energy   -0.40383 Eh
2S+1   1

Entry 4:
# FH3N2O2S

A single FH3N2O2S molecule (ωB97M-V with the def2-TZVPD basis set, OMol25).

Structure (XYZ):
```
9
Properties=species:S:1:pos:R:3:forces:R:3
N 1.509178 -0.040776 0.282222 -0.019 0.137 -0.093
N 0.460235 0.429916 -0.539059 -0.074 -0.275 0.167
S -1.133411 0.085320 -0.167937 -0.251 0.417 -0.472
O -1.664891 -0.903086 -1.046786 0.202 0.256 0.166
O -1.844847 1.290799 0.087950 0.280 -0.569 0.105
F -0.881691 -0.615432 1.204785 -0.160 0.005 0.237
H 1.572761 0.558159 1.092886 0.043 0.087 -0.005
H 1.362373 -0.993965 0.594433 -0.056 -0.018 -0.084
H 0.620294 0.189066 -1.508494 0.036 -0.042 -0.021
```
Forces are in eV/Å.

Properties
SMILES   NNS(=O)(=O)F
Total charge   0
Kohn-Sham gap   11.56 eV
LUMO   0.6 eV
Highest occupied orbital energy   -0.40254 Eh
2S+1   1

Entry 5:
# FH3OSi

2 unconnected molecules or ions with the total composition FH3OSi (ωB97M-V with the def2-TZVPD basis set, OMol25).

Structure (XYZ):
```
6
Properties=species:S:1:pos:R:3:forces:R:3
O -1.874148 0.066505 0.533175 -0.118 6.531 11.019
F -0.568080 0.633288 -2.105033 1.548 -0.425 1.040
Si 0.836088 0.280480 -1.188120 -1.610 -1.239 -1.554
H -1.200519 0.788599 0.524434 -1.163 -0.620 0.336
H -1.773889 -0.296384 -0.192648 1.102 -5.793 -11.285
H 1.092702 1.657630 -0.865691 0.241 1.546 0.445
```
Forces are in eV/Å.

Properties
Total charge   0
Kohn-Sham gap   8.45 eV
LUMO   -1.2 eV
Highest occupied orbital energy   -0.35457 Eh
2S+1   1

Entry 6:
# FH3OSi

A single FH3OSi molecule (ωB97M-V with the def2-TZVPD basis set, OMol25).

Structure (XYZ):
```
6
Properties=species:S:1:pos:R:3:forces:R:3
O -1.129089 -0.346234 -0.179807 1.616 -0.755 -2.479
F 0.644566 0.665341 1.423364 0.045 -0.205 -2.048
Si 0.407643 0.085292 -0.134218 0.840 -0.446 1.920
H -1.842793 -0.198892 0.353842 -2.468 0.695 2.076
H 1.182313 -1.198723 -0.195261 -0.031 0.643 -0.075
H 0.737359 0.993216 -1.267921 -0.001 0.069 0.606
```
Forces are in eV/Å.

Properties
SMILES   O[SiH2]F
Total charge   0
Kohn-Sham gap   12.13 eV
LUMO   0.8 eV
Highest occupied orbital energy   -0.41623 Eh
2S+1   1

Calculated values (kcal per mole) of energy above the lowest of the compared OMol25 structures with the same formula, charge and spin for the records, taken in order: 32.4 8.2 44.5 0.0 93.1 5.9.